Model i:
86
Properties=species:S:1:pos:R:3 method="wB97M-V/def2-TZVPD" molar_mass_g_mol=870.92 orbital_gap_ev=5.745 total_charge=-1
Ca 0.26 0.44 -0.14
C 1.18 7.23 -1.17
O 2.48 6.66 -1.27
C 2.57 5.32 -1.14
C 3.88 4.80 -1.16
C 4.05 3.46 -1.01
C 2.97 2.57 -0.79
C 3.21 1.17 -0.55
C 4.48 0.53 -1.05
O 2.38 0.42 0.02
C 1.63 3.10 -0.82
O 0.58 2.36 -0.71
C 1.48 4.50 -1.01
H 1.32 8.31 -1.21
H 0.70 6.96 -0.22
H 0.54 6.91 -1.99
H 4.72 5.48 -1.27
H 5.07 3.07 -1.00
H 5.37 1.07 -0.73
H 4.46 0.52 -2.14
H 4.53 -0.49 -0.69
H 0.46 4.86 -1.04
C -0.75 2.41 4.94
Si -0.02 2.13 3.22
C 1.80 1.72 3.47
C -0.11 3.79 2.34
As -1.32 0.57 2.08
Si -0.97 -1.29 3.43
C -2.55 -1.54 4.43
C -0.73 -2.88 2.46
C 0.40 -1.29 4.73
H -0.21 3.19 5.50
H -0.73 1.48 5.53
H -1.79 2.71 4.84
H 2.34 2.56 3.92
H 2.27 1.48 2.51
H 1.92 0.85 4.12
H -0.15 4.61 3.06
H -1.01 3.83 1.72
H 0.75 3.94 1.69
H -3.41 -1.63 3.75
H -2.72 -0.66 5.06
H -2.51 -2.43 5.07
H -1.57 -3.03 1.77
H -0.66 -3.75 3.12
H 0.19 -2.83 1.86
H 0.35 -0.38 5.34
H 1.39 -1.34 4.27
H 0.28 -2.15 5.39
Se -3.87 2.54 -1.02
C -5.69 2.57 -1.00
N -6.86 2.59 -0.99
C -0.71 -2.59 -3.44
As -0.96 -0.84 -4.22
C -1.22 -1.35 -6.08
C -2.67 -0.06 -3.80
S 0.73 0.34 -4.01
H -1.57 -3.23 -3.64
H -0.54 -2.50 -2.38
H 0.18 -2.99 -3.93
H -2.03 -2.09 -6.15
H -0.30 -1.77 -6.46
H -1.48 -0.47 -6.65
H -3.39 -0.84 -3.55
H -2.98 0.49 -4.68
H -2.58 0.63 -2.96
S 2.25 -2.71 -0.11
C 1.90 -4.28 -0.44
N 2.01 -4.87 -1.64
C 1.42 -6.19 -1.81
C 1.50 -6.83 -0.43
S 1.31 -5.45 0.73
H 2.19 -4.27 -2.43
H 1.98 -6.76 -2.55
H 0.38 -6.11 -2.14
H 2.47 -7.30 -0.26
H 0.71 -7.56 -0.26
N -3.33 -0.76 -0.41
C -4.24 -1.53 0.18
C -3.81 -2.84 0.04
C -2.60 -2.73 -0.66
N -2.31 -1.46 -0.94
H -3.37 0.27 -0.50
H -5.12 -1.11 0.64
H -4.30 -3.73 0.39
H -1.94 -3.52 -0.97

---

Model ii:
86
Properties=species:S:1:pos:R:3 method="wB97M-V/def2-TZVPD" molar_mass_g_mol=870.92 orbital_gap_ev=5.601 total_charge=-1
Ca 1.44 -1.48 -0.59
C 1.42 5.51 -1.28
O 2.76 5.09 -1.35
C 3.00 3.75 -1.24
C 4.35 3.39 -1.21
C 4.67 2.06 -1.05
C 3.69 1.07 -0.91
C 4.04 -0.29 -0.53
C 5.27 -0.94 -1.11
O 3.33 -0.94 0.24
C 2.31 1.42 -1.04
O 1.37 0.55 -1.08
C 2.01 2.81 -1.17
H 1.44 6.60 -1.33
H 0.94 5.20 -0.34
H 0.83 5.13 -2.12
H 5.11 4.16 -1.27
H 5.72 1.79 -0.95
H 6.07 -0.25 -1.34
H 4.94 -1.41 -2.04
H 5.61 -1.73 -0.45
H 0.96 3.08 -1.16
C -0.13 0.91 4.55
Si 0.81 0.74 2.90
C 2.64 0.48 3.35
C 0.70 2.48 2.15
As -0.20 -0.87 1.56
Si -0.16 -2.65 3.08
C -1.82 -2.65 4.05
C -0.08 -4.35 2.24
C 1.20 -2.71 4.41
H 0.29 1.70 5.18
H -0.10 -0.02 5.12
H -1.18 1.15 4.36
H 3.12 1.41 3.68
H 3.19 0.11 2.48
H 2.76 -0.25 4.15
H 0.97 3.25 2.87
H -0.31 2.68 1.80
H 1.38 2.57 1.30
H -2.66 -2.76 3.36
H -1.94 -1.71 4.58
H -1.87 -3.47 4.78
H -0.98 -4.56 1.66
H 0.03 -5.15 2.97
H 0.76 -4.40 1.55
H 1.18 -1.83 5.06
H 2.18 -2.77 3.94
H 1.07 -3.60 5.05
Se 2.89 -3.93 -0.47
C 1.78 -5.06 -1.30
N 1.09 -5.83 -1.83
C -0.76 -0.21 -5.54
As -0.26 -0.28 -3.64
C -1.86 -1.06 -2.90
C -0.41 1.62 -3.26
S 1.49 -1.40 -3.59
H -1.67 0.37 -5.69
H -0.91 -1.23 -5.91
H 0.05 0.24 -6.10
H -2.71 -0.63 -3.43
H -1.92 -0.81 -1.84
H -1.84 -2.14 -3.03
H -1.33 1.97 -3.73
H 0.46 2.14 -3.66
H -0.46 1.75 -2.19
S -2.16 1.09 0.06
C -3.45 2.06 -0.21
N -4.67 1.66 -0.68
C -5.52 2.73 -1.17
C -5.30 3.88 -0.21
S -3.52 3.78 0.20
H -4.66 0.79 -1.20
H -6.56 2.40 -1.17
H -5.24 3.03 -2.19
H -5.86 3.76 0.71
H -5.52 4.85 -0.65
N -2.39 -2.73 0.12
C -3.45 -3.55 0.00
C -3.06 -4.58 -0.84
C -1.73 -4.28 -1.17
N -1.34 -3.16 -0.58
H -2.27 -1.89 0.68
H -4.37 -3.36 0.52
H -3.65 -5.42 -1.16
H -1.04 -4.83 -1.79

---

Pick model ii: it beats the second-best structure by 7.3 kcal/mol.

---

Model i:
55
Properties=species:S:1:pos:R:3 method="wB97M-V/def2-TZVPD" molar_mass_g_mol=322.32 orbital_gap_ev=9.586 total_charge=+1
O 0.29 1.34 -2.68
C 0.38 0.44 -1.88
C -0.56 0.36 -0.64
C -1.81 -0.42 -1.01
C -1.65 -1.82 -1.46
N -0.93 1.76 -0.27
H 1.15 -0.34 -2.01
H -0.14 -0.09 0.25
H -2.29 0.01 -1.89
H -2.55 -0.29 -0.17
H -1.13 -2.52 -0.80
H -2.55 -2.47 -1.48
H -1.14 -1.89 -2.42
H -1.31 2.17 -1.16
H -0.12 2.37 -0.14
H -1.53 1.86 0.58
H 1.51 3.54 -1.41
H 2.24 2.58 -0.49
O 1.34 2.94 -0.67
H 0.83 1.32 4.56
H 2.24 0.58 4.64
O 1.26 0.52 4.82
H 2.91 0.15 0.57
H 3.98 0.79 -0.40
O 3.08 0.87 -0.10
H -2.73 1.60 -3.71
H -1.50 2.39 -3.46
O -2.27 2.07 -2.99
H -1.26 -0.34 -4.11
H -2.51 -1.20 -4.38
O -2.21 -0.29 -4.26
H -1.72 -0.89 3.64
H -2.09 0.31 4.69
O -2.41 -0.30 4.03
H 0.50 -2.41 -4.41
H 1.06 -1.04 -4.59
O 0.21 -1.49 -4.34
H 3.54 -1.71 1.54
H 2.05 -2.00 1.38
O 2.71 -1.29 1.25
H -3.72 1.21 1.59
H -2.68 0.42 2.43
O -2.79 1.17 1.84
H 3.52 -1.09 -2.05
H 2.36 -0.73 -1.14
O 2.59 -0.87 -2.05
H 0.46 -3.98 1.93
H 0.51 -2.56 2.41
O 1.06 -3.23 2.01
H 1.80 1.73 1.59
H 0.90 2.73 2.34
O 0.91 1.86 1.92
H -0.28 -1.59 4.80
H 0.62 -0.80 3.89
O -0.14 -1.42 3.88

---

Model ii:
55
Properties=species:S:1:pos:R:3 method="wB97M-V/def2-TZVPD" molar_mass_g_mol=322.32 orbital_gap_ev=10.357 total_charge=+1
O -0.50 0.96 -2.13
C 0.22 1.58 -1.38
C 1.59 0.86 -1.10
C 2.16 0.08 -2.34
C 3.25 0.96 -2.95
N 1.17 -0.28 -0.15
H -0.06 2.44 -0.72
H 2.23 1.60 -0.56
H 1.30 -0.19 -2.93
H 2.50 -0.98 -2.18
H 3.86 0.45 -3.71
H 2.86 1.84 -3.52
H 3.84 1.34 -2.10
H 0.11 -0.39 -0.07
H 1.64 -0.11 0.74
H 1.44 -1.23 -0.38
H -4.00 -2.82 0.04
H -3.22 -1.96 -1.14
O -3.20 -2.43 -0.32
H 1.65 2.79 2.75
H 0.44 2.42 3.37
O 1.14 1.93 2.91
H -3.40 -1.56 1.99
H -2.37 -0.42 2.20
O -3.15 -0.84 2.61
H -2.27 0.32 -2.05
H -3.49 -0.31 -2.79
O -3.11 -0.13 -1.90
H -0.65 -3.90 1.39
H -1.88 -3.43 0.40
O -1.01 -3.88 0.46
H 3.19 -4.06 -0.09
H 2.28 -3.11 0.87
O 2.83 -3.20 0.10
H 0.14 -2.87 -2.58
H -0.04 -3.01 -1.12
O 0.03 -2.33 -1.81
H -2.83 1.12 3.07
H -3.28 1.88 1.82
O -2.59 1.83 2.48
H 1.26 -2.11 3.03
H 0.50 -2.01 1.65
O 1.09 -1.52 2.28
H -1.51 4.02 -2.46
H -2.42 2.94 -1.77
O -2.02 3.80 -1.63
H -0.94 3.89 1.43
H -1.27 4.02 -0.10
O -0.51 3.72 0.60
H -0.54 0.99 1.98
H -1.42 1.54 0.90
O -0.77 0.84 1.03
H 3.31 -1.15 1.83
H 3.17 0.25 2.46
O 3.23 -0.21 1.62

---

Pick model i: it beats the second-best structure by 20.2 kcal/mol.

---

Model i:
9
Properties=species:S:1:pos:R:3 method="wB97M-V/def2-TZVPD" molar_mass_g_mol=81.08 orbital_gap_ev=8.879
C -0.63 -0.20 -0.06
C 0.22 0.95 -0.03
C 1.42 -0.79 0.15
H -2.72 0.50 0.38
H -0.42 1.96 -0.38
H 2.34 -1.31 0.06
N -1.90 -0.40 0.04
N 1.44 0.61 0.01
N 0.24 -1.33 -0.17

---

Model ii:
9
Properties=species:S:1:pos:R:3 method="wB97M-V/def2-TZVPD" molar_mass_g_mol=81.08 orbital_gap_ev=11.186
N 0.95 -0.82 -0.08
C -0.36 -0.18 0.25
C 0.09 1.17 0.59
N 0.66 2.14 0.84
C -1.36 -0.22 -0.86
N -2.13 -0.27 -1.72
H 1.60 -0.83 0.71
H 1.44 -0.34 -0.84
H -0.89 -0.64 1.11

---

Pick model ii: it beats the second-best structure by 47.0 kcal/mol.

---

Model i:
6
Properties=species:S:1:pos:R:3 method="wB97M-V/def2-TZVPD" molar_mass_g_mol=62.03 orbital_gap_ev="4.938 / 5.470" total_charge=-2
N -1.40 0.56 0.10
N 1.06 -0.38 -0.21
O -2.47 -0.21 0.13
O 2.13 0.21 0.35
H -0.63 0.37 0.89
H 1.31 -0.55 -1.26

---

Model ii:
6
Properties=species:S:1:pos:R:3 method="wB97M-V/def2-TZVPD" molar_mass_g_mol=62.03 orbital_gap_ev=6.097 total_charge=-2
N -4.32 0.10 -0.18
N 3.67 0.08 0.09
O 4.36 1.19 -0.21
O 4.29 -1.01 -0.20
H -4.35 -0.90 0.21
H -3.65 0.54 0.30

---

Pick model ii: it beats the second-best structure by 90.2 kcal/mol.

---

Model i:
18
Properties=species:S:1:pos:R:3 method="wB97M-V/def2-TZVPD" molar_mass_g_mol=118.14 orbital_gap_ev=9.072
C 0.65 0.27 -0.19
C 1.17 0.02 1.20
N -0.88 -0.73 -0.53
C -0.01 1.51 -0.46
N -1.48 -1.07 0.69
N -0.56 -1.90 -1.23
O 1.52 2.20 -0.74
N -1.06 2.14 -0.44
H 1.49 3.03 -0.24
H 1.28 -0.08 -1.01
H -0.40 -1.66 -2.21
H -2.43 -0.70 0.74
H -1.51 -2.07 0.89
H 0.26 -2.37 -0.84
H -1.87 1.55 -0.27
H 2.22 0.29 1.25
H 0.62 0.60 1.94
H 1.01 -1.03 1.45

---

Model ii:
18
Properties=species:S:1:pos:R:3 method="wB97M-V/def2-TZVPD" molar_mass_g_mol=118.14 orbital_gap_ev=8.207
C 0.44 0.15 -0.77
C -1.86 0.99 -1.71
N 0.98 -0.69 1.34
N -0.63 0.31 -2.08
C -0.12 -0.89 0.04
N 0.33 -0.58 2.60
N 2.21 -0.05 1.42
O -1.06 -1.61 0.12
H -0.86 -0.63 -2.41
H -0.56 -1.07 2.54
H 0.89 -1.08 3.29
H 2.14 0.97 1.38
H 2.83 -0.39 0.70
H 1.37 -0.15 -1.26
H 0.44 1.13 -0.31
H -1.61 1.97 -1.29
H -2.45 1.18 -2.61
H -2.49 0.45 -0.99

---

Pick model ii: it beats the second-best structure by 4.0 kcal/mol.

---

Model i:
7
Properties=species:S:1:pos:R:3 method="wB97M-V/def2-TZVPD" molar_mass_g_mol=112.08 orbital_gap_ev=8.466
N 0.75 1.65 -0.18
N -2.58 -0.43 -0.57
O 1.13 0.48 0.01
O -0.43 1.92 -0.02
F -1.20 -1.25 0.14
S -2.64 0.77 0.20
H 0.53 -0.22 0.27

---

Model ii:
7
Properties=species:S:1:pos:R:3 method="wB97M-V/def2-TZVPD" molar_mass_g_mol=112.08 orbital_gap_ev=10.892
N 1.45 -0.10 -1.50
N 1.37 -1.06 -0.95
O 1.63 0.90 -2.04
O -0.99 -0.43 2.40
F -0.55 1.32 0.67
S -1.63 0.19 1.30
H -1.28 -0.80 0.12

---

Pick model ii: it beats the second-best structure by 74.3 kcal/mol.